C32H31N6O10RuS3 as an isolated structure, computed with ωB97M-V/def2-TZVPD.

Summary:
- Total charge: +1
- E_tot: -98179.92978 eV
- Max |F|: 0.870 eV Å⁻¹

```
83
Properties=species:S:1:pos:R:3:lowdin_charge:R:1
Ru 0.15 -0.24 -0.62 1.00
O 2.10 2.70 2.15 -0.19
S 1.72 1.40 1.73 0.69
O 2.35 -1.92 0.81 -0.59
O 1.82 1.07 0.33 -0.31
C 2.34 0.15 2.78 -0.27
C 3.66 -0.01 3.14 0.00
C 3.97 -1.09 3.95 -0.02
C 2.99 -1.99 4.37 -0.02
C 1.66 -1.82 3.99 0.00
C 1.36 -0.74 3.19 -0.27
S -0.24 -0.32 2.63 0.70
O -1.17 -0.21 3.69 -0.19
O -0.62 -1.03 1.43 -0.31
O 0.16 1.18 2.15 -0.35
H 4.42 0.69 2.81 0.13
H 4.99 -1.24 4.26 0.12
H 3.26 -2.82 4.99 0.12
H 0.90 -2.51 4.31 0.14
C 3.33 -1.38 -5.35 0.01
C 3.56 -1.04 -3.92 -0.23
C 4.61 -0.28 -3.46 0.06
C 4.75 -0.11 -2.08 -0.26
N 3.89 -0.64 -1.21 0.16
C 2.86 -1.31 -1.68 -0.47
S 1.69 -2.03 -0.53 0.85
N 2.71 -1.52 -3.00 0.14
C 5.88 0.67 -1.50 0.00
H 4.08 -0.92 -5.98 0.09
H 2.34 -1.05 -5.67 0.08
H 3.38 -2.46 -5.49 0.11
H 5.32 0.14 -4.16 0.13
H 1.89 -2.04 -3.32 0.14
H 6.52 1.11 -2.26 0.08
H 6.48 0.02 -0.86 0.10
H 5.48 1.46 -0.86 0.09
C -1.82 3.54 -1.64 0.00
C -1.35 2.78 -0.44 -0.43
C -1.19 3.57 0.83 0.01
O -1.10 1.58 -0.50 -0.04
H -1.19 4.43 -1.77 0.11
H -2.83 3.91 -1.44 0.09
H -1.81 2.93 -2.53 0.05
H -1.73 4.51 0.78 0.09
H -0.13 3.81 0.95 0.09
H -1.50 2.99 1.69 0.09
C -3.80 -2.95 -4.11 -0.03
O -3.95 -2.35 -2.82 -0.08
C -4.13 -1.02 -2.75 -0.22
C -4.20 -0.17 -3.86 0.00
C -4.50 1.17 -3.70 -0.06
C -4.72 1.70 -2.44 -0.09
C -4.60 0.88 -1.33 -0.02
C -4.29 -0.47 -1.47 -0.15
N -4.32 -1.27 -0.30 0.15
C -3.72 -2.38 0.06 0.02
C -2.63 -3.06 -0.51 -0.15
C -2.57 -4.46 -0.27 -0.03
C -1.65 -5.25 -0.89 -0.07
C -0.74 -4.64 -1.78 -0.05
C -0.72 -3.29 -1.98 -0.08
C -1.63 -2.43 -1.30 -0.36
O -1.54 -1.14 -1.36 -0.18
H -3.71 -4.01 -3.92 0.10
H -2.90 -2.59 -4.60 0.08
H -4.68 -2.76 -4.73 0.10
H -4.05 -0.57 -4.85 0.11
H -4.57 1.80 -4.57 0.11
H -4.98 2.74 -2.32 0.11
H -4.76 1.27 -0.33 0.12
H -5.02 -0.95 0.36 0.16
H -4.19 -2.85 0.92 0.15
H -3.31 -4.90 0.39 0.12
H -1.63 -6.32 -0.73 0.11
H -0.04 -5.27 -2.32 0.11
H -0.04 -2.82 -2.67 0.07
O 0.83 0.30 -2.47 -0.33
N 0.15 1.29 -3.02 0.03
C -0.39 0.97 -4.16 -0.29
C -0.34 -0.37 -4.67 -0.16
N -0.31 -1.44 -5.09 0.19
C -1.07 1.99 -4.91 -0.18
N -1.61 2.80 -5.51 0.18
```